(1)
C15H17IN2Ti as an isolated structure. Source: the Open Molecules 2025 dataset; level of theory: ωB97M-V/def2-TZVPD.

Computed properties:
- HOMO (spin up / spin down): -5.8127 / -7.7599 eV
- Frontier orbital gap (spin up / spin down): 5.05 / 7.09 eV
- Multiplicity: 3
- LUMO energy (spin up / spin down): -0.8 / -0.7 eV
- Net charge: 0

Each line ends with the natural charge from an NBO analysis.
Geometry (Å):
C: 0.249 -1.261 -4.316  -0.6373
C: 0.159 0.266 -4.529  -0.5958
H: 1.284 -1.635 -4.292  0.1963
H: -0.337 -1.809 -5.083  0.2192
H: -0.221 -1.564 -3.355  0.2034
H: 0.501 0.831 -3.645  0.1852
H: 0.792 0.579 -5.381  0.2040
H: -0.882 0.578 -4.720  0.2179
Ti: -0.004 -0.339 -1.072  1.4230
C: -1.454 0.822 -2.113  -1.2358
H: -0.907 1.721 -2.428  0.1752
H: -2.120 1.066 -1.274  0.2232
H: -2.083 0.443 -2.936  0.2302
I: -1.775 -2.223 -1.615  -0.4375
C: 0.744 -3.362 1.971  -0.2689
C: 0.825 -2.728 0.739  0.0838
N: 0.651 -1.384 0.628  -0.6273
C: 0.575 -0.613 1.746  0.1265
C: 0.569 -1.198 3.037  -0.0715
C: 0.653 -2.589 3.115  -0.1458
C: 0.460 -0.308 4.160  -0.1768
C: 0.250 1.037 3.988  -0.1714
C: 0.158 1.634 2.685  -0.0752
C: -0.222 2.953 2.439  -0.1775
C: -0.331 3.418 1.143  -0.2581
C: -0.020 2.568 0.076  0.0597
N: 0.174 1.232 0.297  -0.6372
C: 0.369 0.786 1.567  0.1978
H: 0.758 -4.452 2.009  0.2322
H: 0.951 -3.259 -0.197  0.2200
H: 0.656 -3.063 4.096  0.2181
H: 0.535 -0.743 5.153  0.2193
H: 0.123 1.683 4.859  0.2182
H: -0.428 3.604 3.280  0.2192
H: -0.659 4.420 0.921  0.2283
H: 0.006 2.891 -0.953  0.2155

(2)
C30H56Cl2F7InN8O11S2 as an isolated structure. Source: the Open Molecules 2025 dataset; level of theory: ωB97M-V/def2-TZVPD.

Computed properties:
- HOMO (spin up / spin down): -14.3885 / -14.3886 eV
- Frontier orbital gap (spin up / spin down): 3.65 / 2.60 eV
- Multiplicity: 2
- LUMO energy (spin up / spin down): -10.7 / -11.8 eV
- Net charge: +3

Each line ends with the Mulliken spin population.
Geometry (Å):
In: 7.326 -12.134 -10.789  0.0076
C: 9.362 -11.588 -14.920  -0.0003
F: 10.206 -11.041 -15.772  0.0000
F: 8.240 -10.856 -14.737  -0.0012
F: 8.995 -12.812 -15.458  -0.0001
S: 10.251 -11.730 -13.127  0.0046
O: 11.703 -11.564 -13.342  0.0000
O: 9.646 -10.717 -12.255  -0.0032
N: 9.503 -13.152 -12.390  -0.0007
S: 10.614 -14.203 -12.569  -0.0012
O: 11.201 -14.289 -13.922  0.0013
O: 11.586 -14.091 -11.528  0.0003
C: 9.630 -15.878 -12.240  -0.0008
F: 10.376 -16.706 -11.578  0.0000
F: 8.410 -15.583 -11.609  0.0013
F: 9.448 -16.473 -13.446  0.0003
C: 14.971 -15.519 -13.560  -0.0915
C: 15.297 -14.378 -12.567  0.0419
O: 16.043 -14.528 -11.580  -0.8490
N: 14.597 -13.284 -12.734  -0.0905
C: 14.758 -12.180 -11.820  0.0013
H: 15.739 -16.271 -13.379  -0.0014
H: 14.962 -15.163 -14.590  -0.0097
H: 13.994 -15.808 -13.172  0.0031
H: 13.864 -13.229 -13.426  0.0041
H: 14.457 -11.382 -12.499  0.0017
H: 15.776 -12.013 -11.468  0.0003
H: 14.019 -12.379 -11.043  -0.0105
C: 5.567 -9.402 -14.040  0.1212
C: 6.554 -8.744 -13.043  -0.0335
O: 6.688 -9.338 -11.999  0.7938
N: 7.213 -7.646 -13.381  0.0774
C: 8.146 -7.022 -12.492  0.0191
H: 5.712 -8.842 -14.963  0.0227
H: 4.571 -9.293 -13.611  -0.0042
H: 5.862 -10.445 -14.162  -0.0064
H: 7.264 -7.234 -14.302  -0.0097
H: 7.939 -7.337 -11.470  0.0009
H: 7.810 -5.986 -12.480  0.0008
H: 9.186 -7.039 -12.818  -0.0008
C: 6.247 -15.337 -14.533  -0.0068
C: 5.654 -13.996 -14.186  0.0006
O: 6.324 -13.176 -13.506  0.0059
N: 4.454 -13.736 -14.740  0.0004
C: 3.671 -12.488 -14.475  -0.0006
H: 7.174 -15.298 -15.105  0.0001
H: 5.504 -15.939 -15.056  -0.0003
H: 6.491 -15.921 -13.645  0.0050
H: 4.236 -14.412 -15.458  0.0000
H: 2.670 -12.775 -14.152  0.0002
H: 3.643 -11.939 -15.417  -0.0001
H: 4.109 -11.889 -13.677  0.0001
C: 11.690 -13.651 -8.589  -0.0002
C: 11.216 -12.255 -9.119  0.0012
O: 10.144 -12.035 -9.770  0.0027
N: 12.034 -11.292 -9.010  0.0003
C: 11.940 -9.886 -9.338  -0.0001
H: 12.754 -13.788 -8.784  0.0002
H: 11.149 -14.459 -9.082  0.0000
H: 11.509 -13.670 -7.514  0.0000
H: 12.917 -11.514 -8.572  -0.0001
H: 11.835 -9.804 -10.419  0.0000
H: 12.915 -9.400 -9.326  0.0000
H: 11.235 -9.293 -8.755  0.0000
C: 10.291 -7.492 -17.278  0.0000
C: 8.871 -6.943 -17.125  -0.0002
O: 8.313 -7.029 -16.031  0.0007
N: 8.237 -6.571 -18.304  0.0003
C: 6.850 -6.104 -18.269  0.0000
H: 11.006 -7.242 -16.494  0.0000
H: 10.688 -7.098 -18.213  0.0000
H: 10.258 -8.581 -17.325  0.0000
H: 8.732 -6.536 -19.184  0.0000
H: 6.744 -5.027 -18.141  0.0000
H: 6.259 -6.538 -17.462  0.0000
H: 6.348 -6.301 -19.216  0.0000
C: 15.178 -9.645 -14.569  -0.0005
C: 13.810 -8.929 -14.723  0.0000
O: 13.511 -8.566 -15.833  0.0000
N: 13.090 -8.742 -13.645  0.0001
C: 11.816 -8.010 -13.618  0.0007
H: 15.127 -10.724 -14.714  0.0003
H: 15.608 -9.567 -13.571  0.0001
H: 15.968 -9.209 -15.181  0.0000
H: 13.478 -9.107 -12.787  0.0000
H: 11.898 -7.014 -13.183  0.0000
H: 11.113 -8.637 -13.069  -0.0002
H: 11.236 -7.924 -14.537  -0.0003
C: 5.473 -16.865 -10.963  -0.0079
C: 5.233 -15.817 -9.845  0.0006
O: 5.752 -14.676 -10.039  0.0013
N: 4.861 -16.303 -8.650  0.0000
C: 4.814 -15.603 -7.426  -0.0001
H: 5.269 -16.409 -11.932  0.0009
H: 5.015 -17.853 -10.914  0.0018
H: 6.559 -16.948 -10.979  0.0068
H: 4.650 -17.288 -8.578  0.0001
H: 3.941 -15.004 -7.168  0.0000
H: 5.607 -14.855 -7.436  0.0000
H: 5.118 -16.281 -6.629  0.0000
C: 12.550 -12.166 -18.297  0.0000
Cl: 13.314 -12.874 -16.836  -0.0004
Cl: 13.644 -11.347 -19.398  0.0000
H: 11.821 -12.757 -18.852  0.0000
H: 11.990 -11.342 -17.855  0.0000
F: 7.505 -22.403 -9.994  0.0588
C: 7.548 -21.603 -11.128  0.2824
C: 8.774 -20.980 -11.394  -0.0465
C: 8.858 -20.015 -12.452  0.2148
C: 7.718 -19.871 -13.354  0.2590
C: 6.583 -20.616 -13.123  -0.0032
C: 6.485 -21.399 -11.977  0.1991
H: 9.607 -21.092 -10.716  0.0021
H: 9.815 -19.513 -12.454  0.0142
H: 7.835 -19.435 -14.335  0.0081
H: 5.812 -20.556 -13.876  0.0091
H: 5.566 -21.859 -11.645  0.0005

(3)
C19H27Br33I2NO7P as an isolated structure. Source: the Open Molecules 2025 dataset; level of theory: ωB97M-V/def2-TZVPD.

Computed properties:
- HOMO: -9.6701 eV
- Frontier orbital gap: 9.33 eV
- LUMO energy: -0.3 eV
- Net charge: 0

Each line ends with the Löwdin charge.
Geometry (Å):
C: 0.653 2.360 -4.021  -0.2251
C: 1.493 1.678 -2.960  -0.8278
I: 3.166 2.913 -2.472  0.9214
C: 1.966 0.241 -3.220  -0.7864
I: 2.072 -0.334 -5.270  0.9402
C: 1.090 -0.786 -2.524  -0.3185
O: 0.926 -0.413 -1.165  -0.1873
C: 0.796 -1.523 -0.270  -0.1590
C: 2.134 -2.065 0.173  -0.1632
O: 2.857 -1.166 1.004  -0.1397
C: 3.483 -0.031 0.400  -0.3261
C: 2.954 1.224 1.042  -0.1663
O: 3.164 1.151 2.463  -0.0917
N: 1.961 1.049 3.150  -0.0566
O: 2.142 0.912 4.309  -0.0060
P: 5.290 -0.129 0.582  0.4541
O: 5.913 0.826 1.517  -0.2480
O: 5.545 -1.653 0.889  -0.1018
O: 5.700 0.027 -0.942  -0.1302
H: 0.396 3.370 -3.692  0.0684
H: -0.287 1.817 -4.155  0.0796
H: 1.182 2.442 -4.973  0.0323
H: 0.908 1.640 -2.037  0.0668
H: 2.987 0.125 -2.856  0.0249
H: 1.589 -1.761 -2.610  0.1090
H: 0.111 -0.886 -3.022  0.1075
H: 0.236 -2.331 -0.762  0.1381
H: 0.219 -1.182 0.596  0.1199
H: 1.962 -2.960 0.783  0.1373
H: 2.731 -2.374 -0.699  0.1354
H: 3.270 0.009 -0.677  0.1065
H: 1.877 1.289 0.843  0.1203
H: 3.458 2.119 0.668  0.0932
H: 4.723 -2.130 1.119  0.0896
H: 6.621 -0.267 -1.101  0.1073
C: -4.784 0.327 -2.163  -1.6445
Br: -5.125 0.476 -4.043  0.5614
Br: -2.906 0.233 -1.797  0.5360
Br: -5.620 1.742 -1.169  0.5859
H: -5.218 -0.606 -1.828  -0.0556
C: 1.302 1.068 -9.251  -1.6491
Br: 1.942 -0.691 -8.821  0.5117
Br: 1.686 1.525 -11.074  0.5850
Br: -0.564 1.246 -8.848  0.5822
H: 1.836 1.764 -8.620  -0.0276
C: -2.286 1.452 2.490  -1.6009
Br: -2.702 -0.402 2.217  0.5222
Br: -1.030 1.623 3.920  0.5945
Br: -1.653 2.282 0.873  0.5511
H: -3.194 1.965 2.774  -0.0220
C: -1.084 2.587 8.317  -1.6465
Br: -0.893 4.495 8.172  0.5728
Br: -2.906 2.050 8.037  0.5514
Br: 0.112 1.665 7.142  0.5547
H: -0.824 2.314 9.331  -0.0991
C: -1.888 -3.914 4.509  -1.6409
Br: -1.377 -5.763 4.522  0.5775
Br: -0.434 -2.788 3.956  0.5582
Br: -3.479 -3.642 3.460  0.5538
H: -2.131 -3.638 5.526  -0.0273
C: -4.208 5.334 10.534  -1.6396
Br: -2.526 5.092 11.428  0.5293
Br: -5.311 3.771 10.662  0.5596
Br: -5.118 6.895 11.179  0.5883
H: -3.987 5.493 9.487  -0.0346
C: -4.970 -3.512 -4.856  -1.6619
Br: -5.702 -2.574 -6.359  0.5731
Br: -3.153 -2.991 -4.520  0.5531
Br: -6.062 -3.290 -3.290  0.5691
H: -4.966 -4.566 -5.099  -0.1391
C: -2.095 -0.179 11.543  -1.6146
Br: -2.096 1.726 11.771  0.5571
Br: -3.845 -0.819 11.082  0.5786
Br: -0.787 -0.704 10.235  0.5894
H: -1.818 -0.633 12.484  -0.0270
C: 4.803 3.952 4.574  -1.6523
Br: 4.434 4.956 2.977  0.5670
Br: 6.579 4.271 5.215  0.5805
Br: 3.499 4.314 5.946  0.5560
H: 4.739 2.910 4.311  -0.0434
C: -5.313 -8.015 -4.922  -1.6329
Br: -5.209 -9.020 -3.294  0.5913
Br: -6.784 -6.779 -4.892  0.6034
Br: -3.661 -7.104 -5.296  0.6055
H: -5.490 -8.713 -5.728  -0.0273
C: 3.003 -0.066 -14.384  -1.6730
Br: 2.311 1.698 -14.702  0.5488
Br: 1.978 -1.398 -15.309  0.5786
Br: 4.868 -0.177 -14.820  0.5786
H: 2.906 -0.261 -13.324  -0.0645

(4)
C28H41CrN5OSSi as an isolated structure. Source: the Open Molecules 2025 dataset; level of theory: ωB97M-V/def2-TZVPD.

Computed properties:
- HOMO (spin up / spin down): -4.5167 / -5.9406 eV
- Relative energy (zero: lowest compared OMol25 entry of this formula, charge and spin): 0.0 kcal/mol
- Frontier orbital gap (spin up / spin down): 4.42 / 5.83 eV
- Multiplicity: 5
- LUMO energy (spin up / spin down): -0.1 / -0.1 eV
- Net charge: 0

Each line ends with the Mulliken spin population.
Geometry (Å):
Cr: -0.394 -0.796 -0.315  3.8419
C: 1.925 -2.548 -0.024  -0.0095
C: 0.936 -3.228 0.949  0.0000
N: -0.416 -2.510 1.001  0.0382
C: -1.563 -3.426 0.617  0.0145
C: -2.357 -3.011 -0.620  0.0031
N: -1.551 -2.152 -1.574  0.0309
C: -0.740 -2.976 -2.524  0.0060
C: 0.793 -3.023 -2.245  0.0102
N: 1.266 -2.002 -1.236  -0.0166
H: 2.734 -3.283 -0.300  0.0095
H: 2.447 -1.740 0.536  -0.0196
H: 1.319 -3.268 1.967  -0.0003
H: 0.776 -4.277 0.648  -0.0050
H: -0.607 -2.172 1.948  -0.0276
H: -2.248 -3.547 1.473  0.0007
H: -1.145 -4.417 0.422  -0.0032
H: -3.304 -2.479 -0.331  -0.0006
H: -2.640 -3.929 -1.133  0.0021
H: -2.229 -1.658 -2.192  -0.0100
H: -0.850 -2.592 -3.548  -0.0074
H: -1.083 -4.011 -2.582  -0.0012
H: 1.303 -2.761 -3.184  -0.0021
H: 1.093 -4.055 -2.037  -0.0003
H: 1.936 -1.390 -1.684  0.0111
C: -2.028 2.194 1.202  0.0277
C: -2.784 0.848 1.178  -0.0110
C: -3.166 0.351 2.580  0.0040
O: -2.051 -0.197 0.477  -0.0079
H: -2.691 3.007 1.468  0.0002
H: -1.546 2.514 0.277  -0.0042
H: -1.259 2.179 1.993  -0.0031
H: -3.688 1.017 0.579  0.0047
H: -2.255 0.130 3.181  0.0008
H: -3.857 -0.531 2.532  -0.0004
H: -3.693 1.169 3.093  0.0000
N: -2.764 0.369 -2.052  0.0069
C: -1.735 1.053 -2.583  0.0232
S: -0.160 1.025 -1.875  -0.0035
N: -2.013 1.669 -3.758  0.0048
C: -1.345 2.656 -4.496  -0.0037
C: -0.252 3.414 -4.067  0.0054
C: 0.104 4.569 -4.745  0.0012
C: -0.675 5.035 -5.812  0.0010
C: -1.667 4.224 -6.306  -0.0002
C: -1.999 3.062 -5.678  -0.0008
H: -2.648 0.133 -1.019  0.0070
H: -3.710 0.475 -2.473  -0.0006
H: -2.989 1.576 -4.084  -0.0011
H: 0.318 3.120 -3.134  0.0008
H: 0.987 5.123 -4.477  0.0001
H: -0.443 5.967 -6.261  0.0001
H: -2.201 4.502 -7.195  0.0000
H: -2.803 2.466 -6.060  0.0001
C: 2.014 -2.711 5.600  0.0080
C: 0.717 -2.309 5.318  -0.0035
C: 0.431 -1.428 4.277  0.0104
C: 1.448 -0.930 3.429  -0.0323
C: 2.765 -1.328 3.779  0.0065
C: 3.035 -2.182 4.837  -0.0039
Si: 0.908 0.223 1.927  0.1045
C: 2.417 1.383 1.656  -0.0031
C: 3.719 1.079 1.275  -0.0084
C: 4.704 2.072 1.208  -0.0008
C: 4.399 3.397 1.462  0.0039
C: 3.064 3.729 1.653  -0.0009
C: 2.082 2.733 1.836  -0.0054
H: 2.211 -3.379 6.446  0.0010
H: -0.109 -2.644 5.968  -0.0005
H: -0.622 -1.099 4.211  -0.0025
H: 3.637 -0.885 3.289  0.0004
H: 4.069 -2.422 5.036  -0.0004
H: 0.026 1.055 2.825  0.0112
H: 3.981 0.039 1.063  -0.0011
H: 5.680 1.733 0.886  -0.0001
H: 5.181 4.147 1.554  0.0004
H: 2.754 4.776 1.805  0.0000
H: 1.101 3.086 2.145  0.0002

(5)
C12H13N2P as an isolated structure. Source: the Open Molecules 2025 dataset; level of theory: ωB97M-V/def2-TZVPD.

Computed properties:
- HOMO: -6.9089 eV
- Relative energy (zero: lowest compared OMol25 entry of this formula, charge and spin): 91.5 kcal/mol
- Frontier orbital gap: 6.66 eV
- LUMO energy: -0.2 eV
- Net charge: 0

Each line ends with the natural charge from an NBO analysis.
Geometry (Å):
C: 2.172 -2.851 0.397  -0.2095
C: 3.007 -1.717 0.307  -0.2037
C: 0.912 -2.827 0.972  -0.2081
C: 2.481 -0.515 0.741  -0.1953
C: 0.483 -1.587 1.513  -0.2019
C: 1.225 -0.459 1.357  -0.3527
C: -1.910 -0.046 -1.329  -0.1373
C: -2.536 2.285 -0.836  -0.1666
C: -0.608 0.223 -1.163  -0.2551
C: -1.266 2.564 -0.403  -0.2387
C: -2.978 0.909 -1.188  -0.5063
C: -0.289 1.487 -0.544  -0.3173
N: 2.382 3.053 2.116  -0.3106
N: 1.835 1.939 2.126  -0.4896
P: 0.457 1.142 1.751  0.8649
H: 2.636 -3.707 -0.047  0.2081
H: 3.841 -1.917 -0.188  0.2048
H: 0.078 -3.549 1.038  0.2261
H: 3.135 0.344 0.566  0.2139
H: -0.366 -1.397 2.041  0.2070
H: -2.190 -1.053 -1.789  0.2055
H: -3.191 3.139 -1.103  0.2118
H: 0.295 -0.371 -1.282  0.2329
H: -1.077 3.554 0.046  0.2300
H: -3.678 0.840 -2.001  0.2318
H: -3.475 0.612 -0.219  0.2357
H: 0.740 1.730 -0.816  0.2211
H: 3.305 3.069 2.696  0.2993